Density functional theory data (ωB97M-V/def2-TZVPD) for C20H15AsN2O2S4Tc as an isolated structure.

Output
HOMO level (alpha / beta)   -11.5 / -11.5 eV
HOMO-LUMO gap (alpha / beta)   5.341 / 5.443 eV
Net charge   +1

Each line ends with the Mulliken charge.
Atoms and positions in Å:
Tc -2.82 0.13 -1.94  -0.015
S -4.23 -2.21 -3.89  -0.232
As -5.19 -0.46 -3.31  0.516
S -3.67 1.23 -3.70  -0.096
S -4.68 -0.39 -0.92  -0.119
S -7.16 0.00 -3.68  -0.257
C -0.64 -4.44 0.82  -1.123
N -0.74 -3.44 -0.25  0.058
C 0.00 -3.58 -1.37  0.001
C -0.06 -2.72 -2.42  -1.028
C -0.99 -1.67 -2.28  1.040
O -1.27 -0.73 -3.10  -0.658
N -1.74 -1.56 -1.18  0.009
C -1.62 -2.35 -0.07  0.341
O -2.19 -2.15 0.98  -0.648
H 0.39 -4.55 1.14  0.385
H -1.02 -5.40 0.47  0.366
H -1.25 -4.10 1.65  0.341
H 0.67 -4.43 -1.39  0.463
H 0.54 -2.81 -3.31  0.487
C -1.57 1.09 -0.79  0.761
C -0.60 1.44 -0.11  -0.209
C 0.56 1.66 0.59  0.296
C 0.65 1.25 1.97  0.527
C 1.56 1.88 2.84  -0.298
C 1.60 1.51 4.17  -0.806
C 0.76 0.51 4.65  -0.385
C -0.14 -0.12 3.79  -0.737
C -0.20 0.25 2.47  -0.372
C 1.65 2.29 -0.13  0.579
C 1.38 3.22 -1.14  -0.508
C 2.41 3.79 -1.86  -0.721
C 3.73 3.42 -1.59  -0.395
C 4.01 2.48 -0.61  -0.798
C 2.98 1.92 0.13  -0.199
H 2.18 2.69 2.48  0.593
H 2.28 2.02 4.85  0.415
H 0.79 0.23 5.69  0.418
H -0.79 -0.90 4.16  0.476
H -0.89 -0.26 1.80  0.257
H 0.35 3.51 -1.33  0.442
H 2.20 4.52 -2.63  0.415
H 4.54 3.86 -2.16  0.415
H 5.03 2.18 -0.41  0.423
H 3.19 1.17 0.88  0.580


Density functional theory data (ωB97M-V/def2-TZVPD) for one molecule with the formula C4H10N4.

Output
HOMO level   -6.6 eV
HOMO-LUMO gap   7.536 eV
Net charge   0

Each line ends with the Mulliken charge.
Atoms and positions in Å:
C -0.34 1.17 1.82  -1.468
C -0.22 0.09 0.78  0.989
N -1.35 -0.66 0.58  -0.618
C -1.71 -1.03 -0.60  -0.245
N -1.38 -0.52 -1.83  -0.354
C 0.92 -0.07 0.03  0.113
N 1.26 -1.21 -0.73  -0.590
N 2.02 0.79 0.20  -0.587
H 0.51 1.16 2.50  0.313
H -1.26 1.01 2.38  0.389
H -0.39 2.17 1.37  0.339
H -2.55 -1.73 -0.63  0.333
H -1.13 0.46 -1.80  0.208
H -1.60 -0.57 -2.82  0.219
H 2.17 -1.57 -0.46  0.235
H 0.58 -1.95 -0.67  0.260
H 1.77 1.74 0.41  0.206
H 2.71 0.71 -0.53  0.257


Which maximum force belongs to each record? In order, 1.871 2.929 eV/Å.
Which ΔE to the lowest compared entry with this formula, charge and spin belongs to each record? In order, 1.288 1.499 eV.